# 1
# C12H11BCl4O

A 2-piece molecular cluster, C12H11BCl4O overall (ωB97M-V with the def2-TZVPD basis set, OMol25).

CARTESIAN COORDINATES (ANGSTROEM)
Cl (4.179, 2.084, 1.672)
B (3.429, 0.402, 1.587)
Cl (4.040, -0.593, 0.104)
Cl (3.722, -0.597, 3.152)
O (1.945, 0.618, 1.442)
C (1.078, -0.322, 1.331)
C (-0.323, -0.058, 1.557)
C (-1.216, -1.146, 1.692)
C (-2.581, -0.925, 1.814)
C (-3.070, 0.392, 1.835)
Cl (-4.754, 0.671, 1.905)
C (-2.183, 1.484, 1.798)
C (-0.817, 1.264, 1.684)
H (1.440, -1.346, 1.162)
H (-0.794, -2.151, 1.715)
H (-3.281, -1.752, 1.906)
H (-2.578, 2.496, 1.874)
H (-0.119, 2.101, 1.699)
C (0.356, -1.371, -2.526)
C (-0.696, -0.691, -3.414)
C (-0.533, 0.676, -3.383)
C (0.532, 1.007, -2.435)
C (0.974, -0.154, -1.844)
H (-0.010, -2.175, -1.869)
H (1.131, -1.832, -3.178)
H (-1.399, -1.279, -4.008)
H (-1.097, 1.436, -3.922)
H (0.879, 2.026, -2.264)
H (1.746, -0.265, -1.087)

As for the net charge: 0. For the frontier orbital gap, the calculation gives 6.41 eV.

=====

# 2
# C12H11BF4N3ORuS2

C12H11BF4N3ORuS2 as an isolated structure (ωB97M-V with the def2-TZVPD basis set, OMol25).

CARTESIAN COORDINATES (ANGSTROEM)
Ru (0.288, -0.094, -1.252)
S (-1.199, 1.488, -1.731)
C (-2.580, 0.626, -2.267)
C (-3.767, 1.382, -2.533)
N (-4.707, 2.010, -2.739)
C (-2.539, -0.733, -2.449)
S (-1.115, -1.623, -2.137)
C (-3.690, -1.445, -2.920)
N (-4.608, -2.021, -3.301)
O (1.714, 1.434, -0.640)
C (1.694, 2.013, 0.672)
C (2.373, 1.110, 1.684)
C (1.909, -0.351, 1.583)
C (0.421, -0.495, 1.739)
C (-0.101, -0.724, 3.006)
C (-1.464, -0.834, 3.203)
C (-2.295, -0.714, 2.103)
C (-1.727, -0.492, 0.867)
N (-0.400, -0.379, 0.672)
H (2.614, 1.148, -0.891)
H (0.640, 2.162, 0.907)
H (2.173, 2.992, 0.633)
H (2.175, 1.499, 2.686)
H (3.456, 1.140, 1.537)
H (2.383, -0.919, 2.383)
H (2.247, -0.790, 0.648)
H (0.587, -0.821, 3.834)
H (-1.865, -1.016, 4.191)
H (-3.369, -0.792, 2.183)
H (-2.356, -0.398, -0.003)
F (3.240, -1.780, -3.222)
B (2.685, -0.897, -2.383)
F (3.616, -0.034, -1.788)
F (1.942, -1.560, -1.309)
F (1.622, -0.095, -2.966)

As for the net charge: 0. As for the energy above the lowest of the compared OMol25 structures with the same formula, charge and spin: 0.00 kJ/mol. The multiplicity is 2. Its expectation value of S² is 0.7696. For the frontier orbital gap (alpha / beta), the calculation gives 7.79 / 6.70 eV.

=====

# 3
# C12H11BrCl2O2V

C12H11BrCl2O2V as an isolated structure (ωB97M-V with the def2-TZVPD basis set, OMol25).

CARTESIAN COORDINATES (ANGSTROEM)
C (-1.901, -0.837, -0.834)
C (-1.768, -1.356, 0.499)
C (-1.800, -0.237, 1.407)
H (-1.647, -2.411, 0.747)
C (-1.917, 0.959, 0.636)
C (-1.996, 0.591, -0.742)
H (-2.177, 1.263, -1.577)
H (-1.959, -1.445, -1.731)
H (-1.709, -0.281, 2.496)
H (-2.032, 1.963, 1.050)
V (-0.080, -0.147, 0.017)
Br (1.214, -0.798, -1.931)
C (2.768, 0.680, -4.873)
C (1.669, 1.471, -5.310)
C (0.675, 0.594, -5.833)
H (1.610, 2.563, -5.275)
C (1.162, -0.740, -5.719)
C (2.456, -0.687, -5.127)
H (3.105, -1.542, -4.924)
H (3.703, 1.052, -4.445)
H (-0.282, 0.892, -6.270)
H (0.649, -1.646, -6.054)
Cl (1.321, -1.785, 4.303)
C (1.402, -2.907, 2.937)
Cl (0.441, -4.377, 3.156)
C (1.076, -2.243, 1.593)
O (1.127, -2.965, 0.609)
O (0.820, -0.973, 1.636)
H (2.446, -3.213, 2.823)

As for the net charge: -1. As for the energy above the lowest of the compared OMol25 structures with the same formula, charge and spin: 0.00 kJ/mol. The multiplicity is 3. Its expectation value of S² is 2.0276. For the frontier orbital gap (alpha / beta), the calculation gives 3.66 / 4.05 eV.

=====

# 4
# C12H11Cl3FIN2O3Ta

C12H11Cl3FIN2O3Ta as an isolated structure (ωB97M-V with the def2-TZVPD basis set, OMol25).

CARTESIAN COORDINATES (ANGSTROEM)
Ta (-0.246, 0.129, -0.707)
Cl (1.015, -0.175, 4.649)
C (-0.616, 0.023, 4.025)
Cl (-1.337, 1.552, 4.496)
Cl (-1.647, -1.353, 4.393)
C (-0.488, 0.055, 2.555)
N (-0.386, 0.076, 1.412)
F (5.285, -2.152, -1.282)
C (4.097, -1.688, -1.064)
C (3.050, -2.113, -1.878)
C (1.799, -1.621, -1.612)
C (1.576, -0.651, -0.573)
C (2.693, -0.277, 0.260)
C (3.929, -0.779, 0.008)
H (3.239, -2.816, -2.679)
H (0.979, -1.975, -2.243)
H (2.586, 0.434, 1.068)
H (4.796, -0.500, 0.592)
N (-3.417, -2.654, -0.786)
C (-2.973, -1.443, -0.717)
O (-1.703, -1.236, -0.539)
C (-3.868, -0.260, -0.856)
I (-2.986, 1.082, -2.267)
H (-2.797, -3.452, -0.677)
H (-4.400, -2.850, -0.948)
H (-3.926, 0.279, 0.091)
H (-4.867, -0.516, -1.199)
C (0.263, 4.207, -0.548)
C (-0.149, 2.805, -0.386)
O (0.575, 1.848, -0.991)
O (-1.103, 2.342, 0.242)
H (1.332, 4.279, -0.728)
H (-0.048, 4.794, 0.314)
H (-0.256, 4.609, -1.426)

As for the net charge: +3. As for the energy above the lowest of the compared OMol25 structures with the same formula, charge and spin: 13.06 kJ/mol. For the frontier orbital gap, the calculation gives 6.83 eV.

=====

# 5
# C12H11F18LiN5O12S6

C12H11F18LiN5O12S6 as an isolated structure (ωB97M-V with the def2-TZVPD basis set, OMol25).

CARTESIAN COORDINATES (ANGSTROEM)
Li (-4.446, 10.756, 11.928)
C (-5.264, 7.377, 10.990)
C (-5.356, 6.379, 9.859)
N (-6.585, 6.481, 9.072)
C (-7.787, 5.818, 9.427)
C (-8.751, 6.253, 8.488)
N (-8.125, 7.058, 7.561)
C (-6.806, 7.177, 7.925)
C (-8.867, 7.866, 6.577)
H (-5.846, 7.021, 11.840)
H (-5.591, 8.378, 10.708)
H (-4.288, 7.381, 11.475)
H (-5.275, 5.333, 10.153)
H (-4.541, 6.512, 9.147)
H (-7.890, 5.220, 10.321)
H (-9.819, 6.094, 8.472)
H (-6.001, 7.775, 7.524)
H (-8.164, 8.352, 5.901)
H (-9.569, 8.573, 7.017)
H (-9.496, 7.200, 5.985)
C (-1.178, 8.683, 9.272)
F (-0.829, 9.041, 8.073)
F (-2.297, 7.877, 9.094)
F (-0.291, 7.930, 9.999)
S (-1.741, 10.241, 10.265)
O (-1.580, 11.380, 9.385)
O (-3.109, 9.921, 10.621)
N (-0.490, 10.233, 11.556)
S (-1.249, 9.782, 12.774)
O (-2.440, 10.594, 13.051)
O (-1.532, 8.382, 12.762)
C (-0.004, 10.100, 14.253)
F (0.119, 11.396, 14.449)
F (-0.518, 9.586, 15.365)
F (1.235, 9.643, 13.945)
C (-8.003, 10.849, 14.560)
F (-8.703, 10.802, 13.368)
F (-7.398, 12.032, 14.651)
F (-8.776, 10.646, 15.613)
S (-6.579, 9.523, 14.431)
O (-7.303, 8.260, 14.127)
O (-5.628, 9.947, 13.346)
N (-5.995, 9.547, 16.091)
S (-4.645, 10.310, 16.035)
O (-3.604, 9.649, 15.299)
O (-4.687, 11.775, 15.838)
C (-4.159, 10.094, 17.962)
F (-4.642, 8.961, 18.388)
F (-2.855, 10.143, 18.201)
F (-4.729, 11.032, 18.681)
C (-8.103, 10.703, 10.205)
F (-7.785, 9.778, 11.119)
F (-8.836, 10.119, 9.201)
F (-8.768, 11.729, 10.721)
S (-6.425, 11.339, 9.396)
O (-5.752, 10.152, 8.815)
O (-6.777, 12.257, 8.363)
N (-5.595, 11.896, 10.808)
S (-5.574, 13.374, 10.543)
O (-4.804, 13.822, 9.358)
O (-6.858, 13.977, 10.783)
C (-4.437, 13.989, 11.994)
F (-4.367, 15.360, 12.016)
F (-4.922, 13.587, 13.155)
F (-3.214, 13.477, 11.769)

As for the net charge: -2. The multiplicity is 2. Its expectation value of S² is 0.7562. For the frontier orbital gap (alpha / beta), the calculation gives 3.93 / 8.53 eV.

=====

# 6
# C12H11MoN2O2PS2

C12H11MoN2O2PS2 as an isolated structure (ωB97M-V with the def2-TZVPD basis set, OMol25).

CARTESIAN COORDINATES (ANGSTROEM)
Mo (0.260, -0.379, 0.068)
S (-0.655, -1.300, -1.684)
C (-2.409, -1.172, -1.472)
C (-3.278, -1.419, -2.517)
C (-4.649, -1.276, -2.293)
C (-5.562, -1.535, -3.367)
N (-6.277, -1.733, -4.243)
C (-5.125, -0.886, -1.032)
C (-4.232, -0.639, 0.014)
C (-2.878, -0.785, -0.220)
S (-1.685, -0.527, 1.059)
C (-6.531, -0.740, -0.800)
N (-7.653, -0.617, -0.591)
H (-2.921, -1.723, -3.492)
H (-4.610, -0.342, 0.983)
C (1.230, 3.820, -1.397)
P (2.069, 2.367, -0.810)
C (3.268, 2.794, 0.433)
C (2.859, 1.517, -2.166)
O (0.991, 1.417, -0.149)
H (1.954, 4.488, -1.868)
H (0.760, 4.337, -0.561)
H (0.472, 3.545, -2.131)
H (4.017, 3.458, -0.004)
H (3.767, 1.901, 0.809)
H (2.775, 3.313, 1.256)
H (3.586, 2.187, -2.630)
H (2.121, 1.236, -2.919)
H (3.392, 0.633, -1.811)
O (1.258, -3.104, 1.628)
C (0.904, -2.191, 1.097)

As for the net charge: +2. For the frontier orbital gap (alpha / beta), the calculation gives 5.83 / 6.00 eV.

=====

# 7
# C12H11N3O3S2

A single C12H11N3O3S2 molecule (ωB97M-V with the def2-TZVPD basis set, OMol25).

CARTESIAN COORDINATES (ANGSTROEM)
C (4.190, -0.900, 2.601)
C (3.730, -0.357, 1.294)
C (4.077, -0.820, 0.062)
S (3.322, 0.091, -1.187)
C (2.561, 1.049, 0.080)
S (1.546, 2.427, -0.233)
C (0.901, 2.004, -1.894)
C (0.060, 0.741, -1.818)
O (0.356, -0.269, -2.408)
N (-1.023, 0.907, -1.002)
C (-1.978, -0.016, -0.631)
C (-1.900, -1.355, -1.031)
C (-2.852, -2.274, -0.643)
C (-3.920, -1.894, 0.161)
C (-4.021, -0.585, 0.569)
C (-3.068, 0.363, 0.185)
N (-3.275, 1.696, 0.658)
O (-2.504, 2.581, 0.304)
O (-4.217, 1.902, 1.391)
N (2.871, 0.696, 1.274)
H (3.331, -1.197, 3.200)
H (4.842, -1.755, 2.450)
H (4.727, -0.128, 3.150)
H (4.717, -1.641, -0.187)
H (0.303, 2.863, -2.196)
H (1.732, 1.862, -2.584)
H (-1.168, 1.835, -0.594)
H (-1.076, -1.657, -1.655)
H (-2.761, -3.298, -0.971)
H (-4.663, -2.615, 0.463)
H (-4.838, -0.256, 1.192)

As for the net charge: 0. As for the energy above the lowest of the compared OMol25 structures with the same formula, charge and spin: 158.01 kJ/mol. As for the structure (SMILES): Cc1csc(SCC(=O)Nc2ccccc2[N+](=O)[O-])n1. For the frontier orbital gap, the calculation gives 7.55 eV.

=====

# 8
# C12H11N3O4S

A single C12H11N3O4S molecule (ωB97M-V with the def2-TZVPD basis set, OMol25).

CARTESIAN COORDINATES (ANGSTROEM)
C (-0.809, 0.194, 2.929)
O (0.366, 1.087, 2.660)
C (0.755, 1.363, 1.453)
N (1.970, 1.914, 1.401)
C (2.259, 2.223, 0.160)
O (3.443, 3.022, 0.151)
C (4.225, 3.395, 1.294)
N (1.503, 2.037, -0.880)
C (0.394, 1.295, -0.708)
S (-0.659, 0.847, -2.104)
C (-1.559, -0.711, -1.743)
C (-2.895, -0.453, -1.372)
C (-3.707, -1.545, -0.992)
C (-3.153, -2.898, -0.879)
C (-1.845, -3.170, -1.267)
C (-1.041, -2.091, -1.604)
C (0.384, -2.367, -1.899)
O (0.957, -3.179, -1.173)
O (0.948, -1.728, -3.035)
N (-0.041, 0.966, 0.471)
H (-1.825, 0.551, 2.528)
H (-0.882, 0.009, 4.028)
H (-0.673, -0.804, 2.436)
H (3.720, 4.245, 1.876)
H (5.126, 3.907, 1.020)
H (4.342, 2.612, 2.038)
H (-3.171, 0.547, -1.333)
H (-4.742, -1.416, -0.611)
H (-3.821, -3.647, -0.424)
H (-1.383, -4.148, -1.144)
H (1.812, -2.057, -3.274)

As for the net charge: 0. As for the energy above the lowest of the compared OMol25 structures with the same formula, charge and spin: 40.69 kJ/mol. As for the structure (SMILES): COc1nc(OC)nc(Sc2ccccc2C(=O)O)n1. For the frontier orbital gap, the calculation gives 9.09 eV.

=====

Calculated max |F| (eV Å⁻¹), listed in the same order as above: 2.541; 0.388; 3.938; 2.241; 7.735; 0.712; 1.375; 4.720